(1)
85
Properties=species:S:1:pos:R:3:forces:R:3:lowdin_charge:R:1 method="wB97M-V/def2-TZVPD" molar_mass_g_mol=830.2 orbital_gap_ev="5.74 / 8.05" charge=0 multiplicity=2 e_tot_ha=-7050.957676
Cu -0.2780 -0.2122 0.0619 0.3299 0.7717 0.0565 0.03
C 2.9064 -1.2364 -0.8212 0.8972 -0.4022 0.0822 -0.20
Si 1.9164 0.2705 -0.2503 0.8055 -0.2000 0.9274 0.57
C 2.7565 0.8333 1.3577 -1.1378 -0.8565 -0.1147 -0.28
C 4.0766 1.2371 1.4067 0.3862 0.7140 1.3400 -0.10
C 4.5916 1.6664 2.6503 0.0497 -0.4374 -0.7591 -0.06
C 3.8120 1.5649 3.8043 0.3332 0.6216 0.2676 -0.08
C 2.4883 1.1526 3.7672 0.5184 -0.4143 -0.8339 -0.07
C 1.9667 0.7653 2.5268 0.7180 -0.1845 0.3169 -0.36
P 0.3315 0.0010 2.3947 -0.6501 0.2172 -0.4934 1.07
C -0.6366 0.9883 3.5465 0.0380 -0.6859 0.7617 -0.35
C -1.0742 2.1945 3.0421 0.4574 0.0773 -0.7894 -0.10
C -1.7607 3.0557 3.8454 -0.7160 0.8394 0.6517 -0.08
C -2.0980 2.7385 5.1587 0.2879 0.2282 0.4145 -0.07
C -1.6525 1.5261 5.6778 -0.3188 -0.0645 0.0513 -0.09
C -0.9094 0.6561 4.8867 -0.2529 0.2082 -0.1744 -0.09
C 0.3446 -1.6547 3.1029 0.2862 -0.0928 0.2341 -0.36
C -0.8438 -2.3229 3.4280 0.1413 -0.4636 0.1306 -0.10
C -0.7950 -3.6902 3.7378 0.0356 0.6973 -0.4998 -0.08
C 0.4277 -4.3606 3.8009 -0.1354 -0.2784 0.1603 -0.09
C 1.6084 -3.6565 3.6121 0.2400 -0.1116 0.4240 -0.09
C 1.5533 -2.3311 3.2089 0.8614 0.0481 -0.2813 -0.09
C 2.1706 1.7132 -1.4266 -0.8334 -0.5115 -0.4793 -0.27
C 3.1415 2.6922 -1.4339 0.6800 0.4811 -1.0578 -0.07
C 3.3988 3.4122 -2.6265 -0.0459 -0.0247 1.2454 -0.07
C 2.5466 3.2529 -3.7046 -0.0860 0.7307 -1.0555 -0.09
C 1.3980 2.4586 -3.6198 0.4595 -0.0744 -0.7294 -0.09
C 1.2675 1.6399 -2.5082 -0.3465 0.4371 0.4509 -0.40
P -0.0912 0.4447 -2.2990 0.6995 -0.1340 -0.0674 1.06
C 0.4495 -0.8108 -3.4883 0.7475 0.0200 -0.7667 -0.34
C -0.3953 -1.8630 -3.7376 -0.8313 -0.5907 -0.8856 -0.15
C -0.1156 -2.8230 -4.7157 -0.0650 0.1601 0.5960 -0.09
C 1.0790 -2.8292 -5.3850 1.0094 0.8018 0.5398 -0.08
C 2.0213 -1.8162 -5.0861 -0.3412 0.3410 -0.2490 -0.06
C 1.6941 -0.7970 -4.1827 -0.3745 -0.5766 0.1998 -0.07
C -1.5571 1.2756 -2.9054 -1.0015 0.5554 -1.1799 -0.33
C -2.5001 0.6487 -3.7624 0.5388 0.5932 0.6088 -0.08
C -3.7482 1.2340 -3.9458 -1.0021 -0.6855 -0.4946 -0.10
C -4.0615 2.4300 -3.3230 -0.7243 0.4206 0.4060 -0.10
C -3.0843 3.1313 -2.6265 0.1707 0.2831 -0.0818 -0.08
C -1.8327 2.5802 -2.4173 0.3037 -0.9927 -0.2172 -0.08
H 3.9910 -0.9801 -0.8644 -0.5414 -0.1647 0.0033 0.04
H 2.6306 -1.6186 -1.8080 -0.0662 0.1277 0.0691 0.00
H 2.8093 -2.0997 -0.1189 -0.0519 0.7346 -0.2985 0.02
H 4.6886 1.2464 0.5055 -0.0414 0.0244 0.2755 0.10
H 5.6161 2.0498 2.6903 -0.3453 -0.2127 0.1815 0.10
H 4.2419 1.8501 4.7644 -0.0311 -0.0049 -0.2251 0.10
H 1.9209 1.0651 4.6790 -0.1778 0.0493 0.1072 0.10
H -0.8425 2.4786 2.0067 -0.2480 -0.2340 0.4424 0.11
H -2.0489 3.9964 3.4192 -0.2439 0.3916 -0.0044 0.10
H -2.6183 3.4543 5.8227 0.1970 -0.5060 -0.6643 0.11
H -1.9282 1.2236 6.6912 0.2306 0.1845 -0.2496 0.10
H -0.5844 -0.2634 5.3604 0.1356 -0.1037 -0.3738 0.10
H -1.8105 -1.8084 3.4623 0.3971 -0.1035 -0.2430 0.12
H -1.7491 -4.1833 3.8635 0.1235 -0.2817 0.2162 0.10
H 0.4825 -5.4346 3.9936 -0.1817 0.3622 0.1384 0.10
H 2.5802 -4.1033 3.8751 -0.5346 0.0530 -0.5859 0.11
H 2.5004 -1.8393 2.9257 -0.6019 -0.0809 0.3584 0.12
H 3.7327 2.8660 -0.5471 0.2019 0.0184 -0.0720 0.08
H 4.2383 4.1254 -2.6567 -0.5060 -0.4389 -0.0911 0.11
H 2.7664 3.8127 -4.6402 -0.3122 -0.4271 0.7618 0.11
H 0.7051 2.4142 -4.4835 0.3744 -0.0040 0.7502 0.13
H -1.3827 -1.9005 -3.2932 0.1014 -0.0742 0.3548 0.09
H -0.8350 -3.5871 -4.9237 -0.3638 -0.3283 -0.0212 0.10
H 1.3027 -3.6381 -6.0568 0.1436 0.0018 -0.3439 0.10
H 2.9753 -1.7472 -5.6343 -0.5102 -0.2126 0.4379 0.11
H 2.4198 -0.0217 -3.9606 -0.1015 -0.0402 -0.1728 0.10
H -2.2374 -0.2648 -4.2866 -0.1585 0.0947 0.1888 0.08
H -4.5376 0.7210 -4.5568 0.9610 0.4808 0.6053 0.12
H -5.0958 2.8331 -3.2868 0.8367 -0.3490 -0.4783 0.12
H -3.3135 4.1348 -2.2762 0.0766 -0.2387 0.1846 0.11
H -1.0416 3.1016 -1.8769 -0.4030 -0.0462 0.0283 0.11
Br -0.0688 -3.5509 -0.4700 -0.2344 0.2211 0.1251 0.83
C -1.7751 -2.7772 -0.2090 -1.6124 0.4611 0.5291 -0.71
C -2.9326 -3.5351 -0.3257 0.1323 -0.5171 -0.2804 -0.11
C -4.1996 -2.9738 -0.1142 0.6073 0.4197 0.3378 -0.04
C -4.2696 -1.6081 0.1782 0.9881 0.8299 0.1820 0.04
C -3.0470 -0.8456 0.2536 -1.2944 -3.4366 -0.5283 -0.13
N -1.8694 -1.4939 0.1183 0.3442 0.4233 -0.5416 0.02
C -3.0056 0.6230 0.4187 1.3917 2.9976 0.7271 -0.58
O -4.0055 1.2504 0.7940 0.5785 -1.0529 -0.5839 0.03
O -1.8208 1.1413 0.1932 -1.9929 -0.6162 0.3034 -0.16
H -2.8117 -4.5705 -0.6072 -0.2033 -0.1318 0.0680 0.09
H -5.0790 -3.6344 -0.1372 0.3966 0.5576 -0.1115 0.12
H -5.2042 -1.0682 0.3671 0.4070 -0.2927 -0.1622 0.12


(2)
99
Properties=species:S:1:pos:R:3:forces:R:3:lowdin_charge:R:1 method="wB97M-V/def2-TZVPD" molar_mass_g_mol=979.8 orbital_gap_ev="4.28 / 4.18" charge=-2 multiplicity=3 de_lowest_kcal_mol=27.5 e_tot_ha=-4955.913645
Ti 0.1370 0.1072 0.2166 0.1299 -1.0158 0.0404 0.81
C 4.4652 -4.8531 1.2430 0.0125 -0.0052 0.0218 -0.04
C 4.1840 -3.6622 2.1712 -0.0141 -0.0025 -0.0003 -0.54
C 5.1633 -3.6871 3.3523 -0.0106 0.0172 0.0138 -0.05
C 2.7609 -3.7907 2.7212 -0.0168 -0.0018 -0.0398 -0.04
C 4.3606 -2.3767 1.3649 -0.0355 -0.0132 -0.0028 -0.15
C 5.6454 -1.9544 0.9808 0.0211 -0.0205 -0.0455 -0.03
C 5.8415 -0.8190 0.2253 0.0220 -0.0124 -0.0049 -0.08
C 4.7246 -0.0828 -0.1566 -0.0674 0.0286 -0.0022 -0.47
S 4.6450 1.3367 -1.1295 -0.0442 -0.0379 -0.0082 1.14
C 2.9012 1.3288 -0.9959 0.0558 -0.2072 0.1009 -0.45
N 2.4145 0.3482 -0.2772 0.1871 0.3566 -0.1069 0.06
C 3.4377 -0.4731 0.2121 0.0618 -0.0506 -0.0103 -0.27
C 3.2658 -1.6336 0.9700 0.0159 0.0410 0.0429 0.03
C 2.1750 2.3661 -1.7430 -0.0971 0.1174 -0.0574 -0.15
C 2.8683 3.4667 -2.2557 -0.0167 -0.0109 0.0039 -0.06
C 2.2311 4.4273 -3.0160 0.0185 0.0129 0.0009 -0.08
C 0.8742 4.3039 -3.2906 -0.0263 -0.0022 -0.0040 -0.06
C 0.1609 3.2294 -2.7963 -0.0160 0.0039 0.0067 0.00
C 0.8016 2.2706 -2.0165 0.1001 0.0419 -0.0114 -0.21
H 4.3429 -5.7940 1.7861 0.0047 0.0024 0.0002 0.08
H 5.4832 -4.8170 0.8468 -0.0074 -0.0003 0.0005 0.08
H 3.7691 -4.8519 0.4007 -0.0036 -0.0064 0.0055 0.08
H 4.9556 -4.5532 3.9840 0.0110 -0.0128 -0.0112 0.08
H 5.0555 -2.7891 3.9627 -0.0147 -0.0083 0.0061 0.10
H 6.2022 -3.7605 3.0258 0.0014 0.0263 -0.0026 0.07
H 2.7028 -4.6670 3.3705 -0.0008 -0.0016 -0.0012 0.09
H 2.0375 -3.9367 1.9156 0.0225 0.0298 0.0039 0.06
H 2.4577 -2.9111 3.2929 0.0128 0.0013 0.0267 0.09
H 6.5106 -2.5335 1.2770 0.0022 0.0041 0.0070 0.11
H 6.8368 -0.5106 -0.0676 -0.0034 0.0037 0.0142 0.11
H 2.2705 -1.9178 1.2620 -0.0175 0.0224 0.0107 0.08
H 3.9218 3.5888 -2.0395 0.0032 -0.0051 0.0142 0.08
H 2.7878 5.2791 -3.3826 0.0016 -0.0020 0.0035 0.10
H 0.3660 5.0608 -3.8738 -0.0035 -0.0085 -0.0046 0.11
H -0.9017 3.1296 -2.9736 -0.0029 0.0074 -0.0053 0.09
O 1.9372 4.3820 5.4614 -0.1213 -0.0218 0.0611 -0.05
C 1.0317 4.7238 4.6776 0.1803 0.0094 -0.1281 -0.70
O 0.3844 5.7785 4.5770 -0.0220 0.0383 0.0138 -0.04
C 0.7182 3.6642 3.5926 -0.0586 -0.0417 0.0315 -0.08
C 0.2805 4.0433 2.3301 -0.0241 0.0069 0.0152 0.02
C 0.1314 3.0923 1.3393 0.0565 0.0156 -0.0910 -0.09
N 0.3819 1.7950 1.5414 -0.4431 -0.0059 0.4319 0.02
C 0.7409 1.4126 2.7860 0.1868 0.0796 0.0001 -0.16
C 0.9225 2.3049 3.8186 0.2104 0.0227 -0.0665 0.08
C 1.0288 -0.0628 2.9375 0.1629 0.0300 0.0880 -0.54
O 1.5788 -0.5228 3.9146 -0.0859 0.0019 -0.0120 0.09
O 0.6715 -0.7588 1.8881 0.2173 0.0253 0.2168 -0.22
H 0.0627 5.0850 2.1374 0.0087 0.0009 0.0267 0.12
H -0.1874 3.3717 0.3419 -0.0438 -0.0139 0.0010 0.11
H 1.2797 1.9560 4.7770 -0.0221 0.0109 0.0066 0.13
F -6.2206 0.3759 3.3813 -0.0104 -0.0180 0.0189 0.08
C -5.8566 1.2122 2.3907 0.0510 -0.0685 -0.0842 -0.16
C -6.8401 2.0069 1.8367 -0.0074 0.0445 -0.0656 -0.16
F -8.0768 1.8842 2.3564 -0.0297 -0.0027 0.0010 0.08
C -6.6283 2.8733 0.7521 0.0988 -0.0926 0.0661 -0.07
C -5.2883 2.8855 0.3343 -0.0710 -0.0103 0.0425 -0.16
C -4.3106 2.0937 0.8960 0.0903 -0.0103 0.1018 -0.16
F -3.0541 2.2271 0.4072 0.0013 0.0420 0.0977 0.04
C -4.5421 1.1944 1.9345 -0.1198 0.1302 -0.0971 -0.07
C -3.5083 0.2686 2.4203 0.1465 -0.0800 0.0373 -0.18
C -2.5369 -0.1660 1.5676 -0.4513 -0.2547 -0.2781 -0.16
N -1.7895 -0.6015 0.7690 0.0501 0.3435 0.3204 0.07
C -3.5365 -0.3987 3.6704 -0.0113 0.0239 0.1179 -0.24
N -3.5168 -0.9972 4.6592 -0.0025 0.0566 -0.0219 0.11
F -4.9008 3.7159 -0.6528 0.0076 0.0291 -0.0380 0.07
C -7.6683 3.6539 0.1251 0.0084 0.0347 0.0274 -0.23
C -7.4823 4.3250 -1.1025 0.0026 0.0193 -0.0938 -0.29
N -7.3974 4.8767 -2.1186 0.0014 -0.0069 0.0279 0.08
C -8.9773 3.7608 0.6419 -0.0945 -0.0108 0.0109 -0.29
N -10.0703 3.8897 1.0055 0.0381 0.0175 0.0133 0.08
C 2.5191 -3.4368 -3.3798 -0.0198 0.0069 0.0057 -0.06
C 2.4701 -2.7512 -2.0312 0.0062 0.0129 -0.0403 -0.30
O 1.4098 -3.3028 -1.2387 0.0128 0.0435 0.0683 -0.27
P 0.1198 -2.3426 -0.9386 -0.1387 -0.0809 -0.1941 0.81
O -0.8336 -3.4412 -0.2930 0.0288 0.0150 0.0264 -0.26
C -0.9694 -3.5552 1.1490 0.0089 0.0172 0.0387 -0.27
C -0.6865 -4.9836 1.5474 -0.0067 -0.0020 -0.0078 -0.07
O -0.5276 -2.1473 -2.3929 0.0209 -0.0292 0.0440 -0.30
C -1.2353 -3.1866 -3.0872 -0.0004 -0.0181 -0.0319 -0.28
C -1.4990 -2.6995 -4.4927 -0.0069 0.0012 0.0061 -0.07
H 3.3412 -3.0361 -3.9761 0.0046 -0.0023 0.0064 0.08
H 1.5875 -3.2747 -3.9231 0.0152 0.0015 -0.0071 0.06
H 2.6689 -4.5100 -3.2561 -0.0079 -0.0010 0.0004 0.08
H 2.3279 -1.6721 -2.1599 0.0000 -0.0018 0.0154 0.10
H 3.3991 -2.8973 -1.4772 -0.0095 -0.0029 -0.0090 0.11
H -1.9847 -3.2514 1.3950 -0.0087 -0.0235 -0.0106 0.12
H -0.2937 -2.8555 1.6441 -0.0014 -0.0145 -0.0177 0.09
H -1.4026 -5.6646 1.0857 0.0011 -0.0004 -0.0084 0.07
H -0.7651 -5.0792 2.6315 0.0019 -0.0043 -0.0013 0.08
H 0.3190 -5.2777 1.2418 -0.0221 -0.0104 0.0122 0.06
H -2.1659 -3.3841 -2.5549 0.0037 0.0125 0.0111 0.12
H -0.6369 -4.1019 -3.0806 -0.0030 -0.0037 0.0019 0.11
H -2.0191 -1.7423 -4.4606 -0.0070 -0.0049 -0.0010 0.07
H -2.1201 -3.4189 -5.0292 0.0096 -0.0030 0.0026 0.08
H -0.5664 -2.5666 -5.0433 0.0012 0.0119 0.0063 0.07
S -2.4581 0.8696 -2.3975 0.0725 -0.0717 0.1510 0.78
C -1.1098 0.8353 -1.5583 -0.2052 0.2873 -0.8123 -0.80
N 0.1071 1.2279 -1.4209 0.0642 0.2279 -0.0602 -0.12


(3)
93
Properties=species:S:1:pos:R:3:forces:R:3:lowdin_charge:R:1 method="wB97M-V/def2-TZVPD" molar_mass_g_mol=937.5 orbital_gap_ev="3.85 / 6.15" charge=-2 multiplicity=6 de_lowest_kcal_mol=9.2 e_tot_ha=-5264.745654
Ru -1.1810 -1.2194 -0.6387 0.0006 1.2387 -0.0588 1.43
O -3.6932 -0.5500 2.9139 -0.0374 0.0974 0.4022 0.00
C -3.1785 -0.6547 1.8005 -1.1052 0.1270 -0.3853 -0.65
O -2.0518 -1.1775 1.5531 1.1956 -0.4598 -0.7584 -0.11
C -3.9819 -0.2658 0.5708 -0.5512 -0.4017 0.9888 -0.16
C -5.3372 -0.4661 0.5548 0.4505 0.2167 0.3418 -0.05
C -6.0460 -0.4099 -0.6484 -0.3269 0.0023 0.0375 -0.10
C -5.2931 -0.3386 -1.8230 0.5632 0.2289 -0.3136 -0.04
C -3.9397 -0.1253 -1.7746 -0.4815 -0.3248 -1.1611 -0.15
N -3.2855 0.1016 -0.5734 1.1156 0.2091 0.1019 0.06
C -3.0846 -0.3276 -3.0269 -1.1073 0.0890 0.3160 -0.66
O -3.6378 -0.2565 -4.1262 -0.1820 0.0888 -0.4009 -0.02
O -1.8864 -0.6460 -2.8175 1.4000 -0.4526 0.6315 -0.11
H -5.8215 -0.6918 1.4943 0.0439 -0.0564 0.0808 0.10
H -7.1195 -0.5246 -0.6744 -0.1015 -0.0654 0.0006 0.07
H -5.7353 -0.4794 -2.7975 0.0282 -0.0196 -0.1147 0.10
C 4.2460 3.2115 -0.6104 -0.4625 -0.3834 -0.0707 0.01
C 3.2148 2.2054 -1.1380 0.6629 0.3173 -0.3002 -0.58
C 3.4218 1.9302 -2.6367 -0.2281 0.0003 0.5231 0.02
O 1.9408 2.7310 -0.8881 0.2740 0.1192 0.1677 -0.03
C 1.0704 1.6486 -0.5933 -0.4174 -0.5498 -0.2555 -0.13
C 2.0213 0.6019 0.0273 -0.3106 -0.2992 0.3836 -0.12
O 3.3189 0.9976 -0.4113 0.0750 0.2757 -0.2186 0.00
C 1.7103 -0.8824 -0.3814 0.4379 0.1160 0.3635 -0.47
O 0.8974 -0.9409 -1.4640 -1.2653 -0.2466 -0.2187 -0.26
C 1.0869 -1.7044 0.7704 -0.0423 -0.0707 -0.1482 -0.18
C 1.0637 -1.3798 2.1198 -0.0324 -0.0623 0.1533 -0.04
C 0.5120 -2.2480 3.0488 0.1780 0.1500 0.0241 -0.07
C 0.0312 -3.4833 2.6616 -0.0441 -0.1923 -0.0688 -0.09
C 0.1042 -3.8517 1.3287 0.0334 -0.0890 0.1032 -0.09
C 0.6061 -2.9675 0.3865 0.2409 -0.0354 0.0378 -0.09
C 3.0290 -1.6214 -0.6657 -0.0026 -0.0465 -0.1529 -0.14
C 3.9697 -1.8820 0.3218 0.0982 -0.0036 -0.1726 -0.02
C 5.0660 -2.6782 0.0412 0.1219 -0.0087 0.1759 -0.10
C 5.2349 -3.2229 -1.2218 0.1852 -0.1748 -0.0976 -0.13
C 4.3043 -2.9574 -2.2108 0.1264 -0.0898 -0.0537 -0.10
C 3.2102 -2.1610 -1.9309 -0.1295 0.1493 0.0267 -0.02
C -0.1125 2.1244 0.3002 0.1060 0.1003 -0.0709 -0.27
O -1.1519 1.1733 0.1530 0.5110 -0.2272 0.0451 0.04
C 0.3279 2.2052 1.7581 -0.1442 -0.1087 0.1644 -0.16
C 1.3443 3.0894 2.1137 0.0886 -0.0881 0.0246 -0.03
C 1.7207 3.2281 3.4367 0.1277 0.1089 -0.0453 -0.09
C 1.0732 2.5023 4.4243 0.0527 -0.0835 0.1922 -0.11
C 0.0724 1.6133 4.0743 0.0280 0.0369 0.1723 -0.07
C -0.2975 1.4600 2.7479 -0.0592 0.0133 -0.2704 -0.01
C -0.5724 3.5309 -0.0889 -0.0696 0.2702 0.0406 -0.13
C -0.4032 4.0661 -1.3596 -0.0778 0.0395 0.0932 -0.01
C -0.8586 5.3409 -1.6514 0.0251 0.0476 -0.1436 -0.08
C -1.5106 6.0955 -0.6925 -0.0470 0.0573 0.0222 -0.11
C -1.6999 5.5623 0.5697 -0.0379 0.1094 0.1168 -0.08
C -1.2305 4.2978 0.8693 0.0006 -0.0044 -0.1366 -0.02
H 4.0851 4.1724 -1.0912 0.0596 0.1185 -0.0963 0.08
H 5.2504 2.8502 -0.8090 0.1499 -0.0024 -0.0381 0.08
H 4.1053 3.3240 0.4611 0.0156 -0.0020 0.1186 0.08
H 3.3619 2.8628 -3.1948 0.0034 0.0626 -0.0664 0.08
H 2.6484 1.2479 -2.9805 -0.0785 -0.0979 -0.0770 0.09
H 4.3947 1.4683 -2.7841 0.0976 -0.0596 -0.0572 0.08
H 0.6251 1.2253 -1.5093 0.1645 0.1648 0.2101 0.16
H 2.0235 0.6994 1.1158 0.0147 0.0016 -0.1854 0.13
H 1.4658 -0.4470 2.4816 -0.0100 0.0821 -0.0285 0.10
H 0.4777 -1.9487 4.0867 -0.0651 0.0214 0.0915 0.10
H -0.3805 -4.1657 3.3929 -0.0583 -0.0163 0.0385 0.10
H -0.2091 -4.8402 1.0212 -0.0230 -0.0397 -0.0065 0.09
H 0.7617 -3.2937 -0.6403 -0.0912 0.1265 0.1582 0.11
H 3.8368 -1.4769 1.3138 -0.0378 0.0483 0.1431 0.12
H 5.7896 -2.8964 0.8170 0.0302 0.0212 0.0547 0.09
H 6.0812 -3.8668 -1.4296 0.0479 0.0026 0.0103 0.08
H 4.4197 -3.3869 -3.1979 0.0356 -0.0167 -0.0639 0.09
H 2.4513 -1.9553 -2.6716 -0.0757 0.0366 -0.0373 0.11
H 1.8397 3.6563 1.3394 -0.0140 0.1187 -0.0256 0.12
H 2.5176 3.9117 3.7038 0.0194 0.0447 -0.0126 0.09
H 1.3587 2.6257 5.4617 0.0034 -0.0062 0.0510 0.09
H -0.4292 1.0343 4.8369 -0.0844 -0.0622 0.0364 0.10
H -1.0619 0.7513 2.4696 -0.1271 -0.0807 -0.0205 0.11
H 0.0771 3.4914 -2.1320 0.0093 -0.0943 -0.0774 0.12
H -0.7095 5.7472 -2.6426 -0.0110 -0.0156 -0.1027 0.09
H -1.8888 7.0822 -0.9289 0.0279 0.0574 -0.0315 0.09
H -2.2164 6.1296 1.3321 -0.0721 0.0445 0.0344 0.09
H -1.4038 3.8950 1.8565 -0.0122 -0.0350 0.0039 0.13
Br -3.4760 -6.4013 1.2604 0.0633 0.1334 -0.0241 0.70
C -2.6286 -5.3528 -0.0865 0.2176 -1.3354 -0.3815 -0.68
C -1.8237 -6.0066 -1.0272 -0.2877 1.3346 0.0150 -0.11
C -1.2702 -5.1854 -2.0193 -0.1432 -1.0821 0.3681 -0.06
C -1.5214 -3.8356 -2.0139 -0.7837 0.9650 0.4276 -0.13
N -2.2772 -3.2195 -1.0667 0.4440 -1.4050 -0.1576 0.02
C -2.8369 -3.9985 -0.1219 0.1161 0.9403 -0.4517 -0.17
H -1.6569 -7.0732 -0.9930 -0.0034 0.0120 0.0229 0.10
H -0.6562 -5.6267 -2.7917 0.0583 0.0856 -0.0606 0.10
H -1.1393 -3.1730 -2.7836 0.0661 0.0489 0.0286 0.11
H -3.4603 -3.5006 0.6082 0.0788 0.1078 0.1109 0.12
F -2.3578 2.0573 -1.7079 0.3282 -0.1440 -0.5345 0.18
B -2.4429 1.4760 -0.4583 -0.9831 0.1884 -0.0431 -1.06
F -3.2142 2.3382 0.3324 0.0025 0.0632 0.5416 0.15